No. 1
Below is a molecular structure, C13H15FIrN3O4S2, with properties calculated with ωB97M-V/def2-TZVPD.

As for the lowest unoccupied orbital energy (alpha / beta): -0.125 / -1.732 eV. The energy above the lowest of the compared OMol25 structures with the same formula, charge and spin comes out at 0.000 eV. For the calculated total energy, the calculation gives -53609.300 eV. The HOMO-LUMO gap (alpha / beta) comes out at 7.970 / 6.357 eV. The net charge is 0. Its multiplicity is 5. As for the expectation value of S²: 6.011.

The geometry in XYZ format:
```
39
Properties=species:S:1:pos:R:3:forces:R:3:lowdin_spin:R:1
Ir -0.768 -1.039 -0.827 -0.111 0.185 0.055 2.933
N -2.812 -0.718 -2.010 -0.067 -0.051 -0.039 0.095
C -3.073 -1.647 -3.123 0.023 0.013 0.026 0.008
C -1.954 -1.576 -4.158 0.043 0.025 0.024 0.002
C -0.689 -2.257 -3.663 -0.085 -0.137 0.171 0.025
O -0.265 -3.263 -4.171 0.029 0.051 -0.055 0.038
O -0.106 -1.682 -2.616 0.174 0.177 -0.149 0.237
H -3.469 -0.856 -1.248 -0.010 0.008 -0.006 0.002
H -2.903 0.242 -2.325 -0.012 0.000 0.006 0.002
H -4.033 -1.425 -3.594 0.012 0.000 -0.026 0.003
H -3.137 -2.653 -2.705 -0.003 -0.008 -0.012 0.000
H -1.734 -0.530 -4.388 -0.024 0.009 -0.032 0.000
H -2.262 -2.077 -5.072 -0.007 0.002 -0.006 0.000
O 3.729 -1.919 -0.110 0.031 -0.050 0.080 0.001
C 3.946 -0.965 0.814 -0.047 -0.077 0.028 -0.001
C 5.234 -0.894 1.349 0.025 0.044 0.013 0.000
C 5.539 0.044 2.312 0.010 -0.015 -0.015 -0.001
C 4.570 0.937 2.766 -0.018 0.011 0.002 0.001
C 3.299 0.875 2.238 0.028 0.034 -0.011 0.000
C 2.962 -0.066 1.259 -0.062 -0.037 0.002 0.004
C 1.589 -0.091 0.712 0.107 0.098 -0.180 0.006
O 1.281 -1.042 -0.121 0.005 -0.149 0.148 0.139
N 0.767 0.860 1.067 -0.095 -0.055 0.037 0.016
N -0.466 0.748 0.446 0.018 -0.064 -0.086 0.098
C -1.376 1.492 0.967 0.202 0.052 0.044 0.046
S -1.053 2.414 2.412 -0.022 0.017 -0.008 0.026
C -2.674 3.235 2.426 0.039 0.011 -0.010 0.003
C -3.693 2.295 1.815 0.011 -0.028 -0.024 0.001
S -2.969 1.664 0.279 -0.039 -0.049 -0.042 0.014
H 2.776 -1.924 -0.320 -0.009 0.104 -0.112 0.000
H 5.971 -1.597 0.988 -0.003 -0.004 0.000 0.000
H 6.542 0.080 2.719 0.003 0.002 -0.005 0.000
H 4.812 1.671 3.523 -0.006 0.001 0.003 0.000
H 2.531 1.560 2.566 0.002 -0.005 0.008 0.000
H -2.606 4.162 1.857 -0.021 0.010 0.013 0.000
H -2.917 3.467 3.462 -0.002 -0.002 -0.001 0.000
H -4.620 2.805 1.557 0.001 0.004 0.003 0.000
H -3.907 1.453 2.471 -0.013 0.014 0.015 0.000
F -2.064 -1.784 0.443 -0.110 -0.143 0.140 0.300
```
Forces are in eV/Å.


No. 2
Below is 2 unconnected molecules or ions with the total composition C13H15N3 at a distorted geometry, with properties calculated with ωB97M-V/def2-TZVPD.

The structure (SMILES) is Cc1c[nH]c2ccccc12.Cc1c[nH]cn1. As for the lowest unoccupied orbital energy: 0.857 eV. The energy above the lowest of the compared OMol25 structures with the same formula, charge and spin comes out at 2.994 eV. For the calculated total energy, the calculation gives -18191.792 eV. The HOMO-LUMO gap comes out at 8.447 eV. The net charge is 0.

The geometry in XYZ format:
```
31
Properties=species:S:1:pos:R:3:forces:R:3:mulliken_charge:R:1
C -0.764 1.582 1.672 1.082 -5.711 2.082 -0.544
C -2.240 3.048 0.246 -0.267 -0.164 3.428 -0.450
C -1.434 1.912 0.451 -2.308 3.128 -3.713 0.377
C -1.971 2.083 -1.728 0.946 0.589 5.583 -0.470
N -2.628 3.170 -1.042 1.801 -2.687 -1.579 -0.114
N -1.247 1.364 -0.820 -1.301 0.740 -1.166 -0.225
H -2.662 3.639 1.128 0.610 -0.491 -1.823 0.303
H -2.979 3.985 -1.499 -0.341 0.217 0.022 0.233
H -0.181 2.318 2.182 0.137 0.638 0.111 0.354
H -0.094 0.665 1.436 -0.261 1.834 -0.097 -0.134
H -1.916 1.927 -2.749 -0.231 -0.055 -1.692 0.471
H -1.322 0.904 2.460 0.099 1.963 -1.224 0.188
C 0.704 -1.614 2.724 -0.661 -2.373 -0.192 -0.995
C 1.316 -1.558 0.098 -4.205 -0.738 0.066 0.957
C 0.361 -1.830 1.276 -0.012 0.163 -4.770 0.098
C 0.564 -1.851 -1.161 -0.607 2.031 1.224 0.083
C -0.825 -2.121 0.582 2.214 1.387 -0.637 -0.779
C 2.903 -0.367 -1.215 -1.728 -2.042 -1.395 -0.948
C 2.347 -0.932 -2.383 0.134 0.248 0.408 -0.270
C 2.358 -0.697 0.018 2.950 0.405 -0.089 -0.146
C 1.113 -1.583 -2.408 1.802 0.576 2.743 -1.200
N -0.805 -2.040 -0.859 3.104 -1.457 3.109 -0.152
H 3.836 0.091 -1.287 1.261 0.941 -0.004 0.429
H 2.921 -0.913 -3.290 0.095 0.441 -0.443 0.375
H 3.059 -0.379 0.803 -1.066 -0.230 0.487 0.283
H 0.707 -1.896 -3.296 -1.154 -0.648 -1.971 0.546
H -0.352 -1.686 3.164 1.794 0.876 0.415 0.308
H 1.382 -0.704 2.863 -1.379 -1.229 0.144 0.261
H -1.784 -2.227 0.924 -2.132 -0.397 1.458 0.527
H -1.605 -1.690 -1.352 0.257 0.002 -0.253 0.300
H 1.236 -2.603 3.061 -0.632 2.046 -0.235 0.333
```
Forces are in eV/Å.


No. 3
Below is C13H15N3S3 in the gas phase at a distorted geometry, with properties calculated with ωB97M-V/def2-TZVPD.

The structure (SMILES) is Cc1sc(/N=N/CCCSc2ccccc2)nc1S. As for the lowest unoccupied orbital energy: -0.882 eV. For the calculated total energy, the calculation gives -50696.935 eV. The HOMO-LUMO gap comes out at 7.406 eV. The net charge is 0.

The geometry in XYZ format:
```
34
Properties=species:S:1:pos:R:3:forces:R:3:mulliken_charge:R:1
N -1.777 1.311 -2.004 -0.089 -0.900 0.771 -0.550
N 0.139 -0.116 -2.225 3.743 -2.372 -1.228 -0.175
N 1.441 -0.080 -2.276 -3.440 1.128 0.320 -0.223
S -3.784 2.855 -1.118 -1.499 -0.315 0.004 -0.361
S 0.389 2.465 -1.444 0.889 0.305 0.021 -0.105
S 1.048 -3.683 0.939 0.088 -0.251 -1.056 -0.144
C -0.496 1.068 -1.976 -0.363 2.755 0.785 0.515
C -2.103 2.551 -1.447 0.023 -2.626 -1.493 -0.093
C -1.056 3.345 -1.178 -0.362 0.075 -0.537 0.776
C -0.654 -0.111 3.345 -3.455 0.791 -1.697 -0.354
C -1.376 -0.637 2.224 2.470 -0.151 2.424 -0.900
C 0.540 -0.590 3.645 4.271 -3.193 -0.003 -0.487
C -0.827 -1.724 1.583 -2.716 0.311 -1.303 -0.082
C 1.143 -1.727 2.930 -1.129 0.452 -0.266 -0.188
C 0.334 -2.327 1.884 4.540 0.845 1.839 0.066
C -1.056 4.716 -0.621 -0.453 -0.502 0.312 -1.178
C 2.162 -1.335 -2.448 -1.908 -2.016 0.348 -0.468
C 1.194 -3.068 -0.863 -4.640 0.902 0.308 -0.672
C 2.219 -2.057 -1.073 3.164 0.987 1.592 -0.385
H -4.382 1.586 -1.281 1.266 1.261 0.051 0.179
H -1.113 0.669 3.963 0.264 -0.177 -0.395 0.362
H -2.318 -0.236 2.048 -1.504 0.409 -0.784 0.529
H 1.113 -0.159 4.457 0.022 -0.053 0.022 0.350
H -1.378 -2.201 0.798 -0.489 0.020 -0.507 0.435
H 2.190 -2.121 3.175 -1.799 0.684 -0.360 0.316
H -0.450 4.496 0.220 0.899 1.115 1.246 0.328
H -2.025 5.075 -0.244 0.169 -0.363 -0.368 0.387
H -0.628 5.445 -1.288 0.276 0.250 -0.090 0.271
H 1.578 -2.078 -3.130 1.288 1.496 0.551 0.349
H 3.201 -1.137 -2.687 -0.264 0.260 -0.759 0.313
H 1.140 -3.806 -1.685 0.559 -0.518 1.065 0.417
H 0.163 -2.552 -1.084 1.546 -0.737 0.662 0.163
H 2.198 -1.261 -0.268 -0.176 -0.823 -0.732 0.282
H 3.233 -2.575 -0.871 -1.190 0.953 -0.744 0.329
```
Forces are in eV/Å.


No. 4
Below is C13H15N5O2 in the gas phase, with properties calculated with ωB97M-V/def2-TZVPD.

The structure (SMILES) is CCOC(=O)c1c(N/N=C/c2cccnc2)n[nH]c1C. As for the lowest unoccupied orbital energy: 0.611 eV. The energy above the lowest of the compared OMol25 structures with the same formula, charge and spin comes out at 2.202 eV. For the calculated total energy, the calculation gives -25269.022 eV. The HOMO-LUMO gap comes out at 8.576 eV. The net charge is 0.

The geometry in XYZ format:
```
35
Properties=species:S:1:pos:R:3:forces:R:3:mulliken_charge:R:1
C -1.149 -2.759 0.539 0.301 0.256 0.141 -0.881
C -0.011 -2.402 1.484 -0.205 -0.659 0.007 -0.429
H -0.383 -2.222 2.495 0.089 -0.026 -0.105 0.348
H 0.733 -3.206 1.495 -0.131 0.151 0.103 0.365
O 0.636 -1.187 1.114 0.253 0.330 -0.127 -0.272
C 1.572 -1.265 0.158 0.161 -0.200 0.074 0.362
O 1.874 -2.294 -0.405 -0.114 -0.045 0.003 -0.669
C 2.232 0.020 -0.068 0.222 0.368 -0.073 1.256
C 3.477 0.184 -0.674 -0.273 0.005 0.092 -0.672
N 3.803 1.478 -0.515 -0.075 -0.576 0.027 0.473
N 2.863 2.182 0.130 -0.661 0.582 0.256 -1.106
C 1.895 1.322 0.408 0.718 -0.232 -0.619 0.560
N 0.789 1.745 1.116 0.535 0.489 0.655 -0.085
N -0.500 1.524 0.856 -0.864 -0.001 -0.309 -0.478
C -0.907 0.823 -0.128 0.884 0.199 0.067 -0.584
C -2.322 0.597 -0.323 -0.879 -0.103 -0.203 0.626
C -3.278 1.008 0.614 0.487 -0.025 -0.106 -0.231
N -4.572 0.812 0.472 -0.390 0.133 0.300 -0.644
C -5.000 0.190 -0.616 -0.047 -0.182 -0.318 -0.307
C -4.149 -0.268 -1.612 -0.066 0.035 0.071 -0.476
C -2.790 -0.062 -1.463 0.113 0.200 0.327 -0.137
H -2.093 -0.404 -2.215 0.071 -0.032 -0.052 0.405
H -4.542 -0.774 -2.482 -0.054 -0.031 -0.054 0.390
H -6.071 0.053 -0.686 -0.071 -0.057 -0.091 0.362
H -2.960 1.514 1.515 0.087 0.028 0.062 0.446
H -0.240 0.382 -0.874 0.038 0.045 0.128 0.475
H 0.935 2.583 1.665 -0.060 -0.255 -0.109 0.291
H 4.647 1.940 -0.815 -0.132 -0.077 0.059 0.190
C 4.354 -0.789 -1.363 0.087 -0.113 -0.056 -1.382
H 4.387 -0.578 -2.431 0.015 -0.034 -0.062 0.317
H 3.956 -1.789 -1.219 0.073 0.010 -0.035 0.284
H 5.369 -0.736 -0.971 0.073 -0.027 -0.002 0.390
H -1.625 -3.675 0.878 -0.079 -0.105 0.027 0.432
H -0.763 -2.916 -0.465 -0.009 -0.044 -0.081 0.274
H -1.888 -1.961 0.517 -0.097 -0.007 0.003 0.106
```
Forces are in eV/Å.


No. 5
Below is 2 unconnected molecules or ions with the total composition C13H15N6O8 at a distorted geometry, with properties calculated with ωB97M-V/def2-TZVPD.

As for the lowest unoccupied orbital energy: -0.231 eV. The energy above the lowest of the compared OMol25 structures with the same formula, charge and spin comes out at 0.000 eV. For the calculated total energy, the calculation gives -39038.391 eV. The HOMO-LUMO gap comes out at 2.838 eV. The net charge is -1.

The geometry in XYZ format:
```
42
Properties=species:S:1:pos:R:3:forces:R:3:mulliken_charge:R:1
C 3.725 -1.824 -2.913 -0.014 -0.028 -0.189 -1.216
C 3.497 -1.132 -1.590 -0.356 -0.124 0.023 -0.209
O 2.186 -1.465 -1.103 1.317 -0.011 -1.223 -0.258
C 1.979 -0.988 0.152 -2.401 -0.263 1.662 0.845
C 0.661 -1.405 0.613 1.670 1.341 1.560 0.319
C -0.312 -2.020 -0.280 -0.754 -0.405 -0.357 -1.370
C 0.249 -1.158 1.977 0.285 -0.659 -2.729 0.236
O -0.835 -1.503 2.448 -0.330 -0.079 0.454 -0.786
O 1.179 -0.524 2.710 -0.295 0.276 1.735 -0.228
C 0.808 -0.520 4.093 0.193 0.086 -0.145 -0.218
C 1.790 0.345 4.832 0.192 0.244 0.273 -1.219
O 2.815 -0.312 0.733 0.588 -0.008 -0.422 -0.739
H 4.759 -1.650 -3.218 0.055 -0.007 -0.070 0.389
H 3.575 -2.906 -2.848 -0.056 0.160 0.065 0.295
H 3.079 -1.423 -3.700 -0.021 -0.105 0.123 0.297
H 4.240 -1.458 -0.849 -0.136 0.242 -0.178 0.303
H 3.560 -0.040 -1.710 0.165 -0.279 0.147 0.268
H -1.262 -2.027 0.267 -0.026 -0.039 -0.312 0.378
H -0.414 -1.453 -1.216 -0.130 -0.325 -0.026 0.335
H -0.051 -3.063 -0.515 -0.099 -0.141 -0.333 0.073
H -0.213 -0.129 4.210 0.262 -0.270 0.007 0.279
H 0.844 -1.556 4.466 -0.179 0.260 -0.019 0.276
H 1.584 0.272 5.901 0.035 0.030 0.107 0.401
H 2.826 0.042 4.663 -0.100 -0.013 -0.079 0.297
H 1.683 1.396 4.549 0.066 -0.081 -0.078 0.284
O -0.190 -10.434 0.047 -1.118 1.806 1.275 -0.534
N -0.744 -9.715 0.893 0.398 -2.188 1.254 0.904
O -0.993 -10.097 2.064 0.402 0.821 -2.175 -0.598
C -1.145 -8.352 0.568 -0.245 1.154 -0.297 -0.265
C -1.771 -7.555 1.519 0.368 -0.719 -0.397 -0.257
C -2.148 -6.229 1.208 0.675 0.139 -1.889 -0.338
N -2.879 -5.370 2.106 -1.621 2.665 1.436 0.985
O -3.178 -5.743 3.256 0.858 0.030 -2.227 -0.590
O -3.193 -4.247 1.641 0.597 -2.541 1.084 -0.536
C -1.872 -5.674 -0.038 0.055 -0.799 0.139 0.146
N -1.264 -6.484 -0.962 0.281 -0.661 0.236 0.646
N -0.928 -6.153 -2.245 0.405 -1.087 -0.261 -0.655
N -0.378 -7.225 -2.768 -0.926 0.859 1.823 -0.527
N -0.327 -8.258 -1.886 -0.552 0.768 0.800 -0.325
C -0.881 -7.806 -0.744 0.289 0.072 -0.786 0.701
H -1.979 -7.955 2.506 0.042 0.034 -0.147 0.580
H -2.137 -4.666 -0.346 0.158 -0.155 0.138 0.632
```
Forces are in eV/Å.


No. 6
Below is a molecular structure, C13H15NNaO4S3 at a distorted geometry, with properties calculated with ωB97M-V/def2-TZVPD.

As for the lowest unoccupied orbital energy: 1.578 eV. The energy above the lowest of the compared OMol25 structures with the same formula, charge and spin comes out at 0.421 eV. For the calculated total energy, the calculation gives -60330.417 eV. The HOMO-LUMO gap comes out at 6.267 eV. The net charge is -1.

The geometry in XYZ format:
```
37
Properties=species:S:1:pos:R:3:forces:R:3:mulliken_charge:R:1
Na -1.434 0.263 -1.680 0.630 1.205 -0.400 0.870
C 1.011 1.274 2.485 -0.019 -0.329 0.096 -0.639
C -0.463 0.980 2.755 0.190 0.270 0.388 -0.837
S -1.384 0.376 1.336 -0.132 -0.256 -0.294 0.059
C -2.613 1.662 1.087 -0.195 0.282 -0.018 -0.890
C -2.102 3.021 0.593 0.039 -0.125 0.131 -0.510
S -1.377 2.997 -1.076 -0.288 0.040 0.024 -0.188
C 0.369 3.394 -0.873 0.286 -0.004 -0.020 -0.723
C 1.249 2.400 -0.107 -0.240 0.003 -0.296 0.264
S 1.356 2.829 1.650 0.066 0.183 0.049 -0.183
H 1.475 0.457 1.929 -0.028 0.023 -0.022 0.308
H 1.548 1.335 3.434 -0.032 0.052 0.014 0.419
H -0.953 1.872 3.154 0.005 -0.005 -0.018 0.345
H -0.535 0.212 3.529 0.055 -0.022 -0.028 0.478
H -3.181 1.824 2.007 0.078 -0.028 0.058 0.518
H -3.326 1.223 0.383 0.093 0.005 -0.067 0.390
H -1.353 3.421 1.274 0.054 -0.026 -0.011 0.205
H -2.929 3.731 0.573 -0.044 -0.020 -0.066 0.471
H 0.466 4.399 -0.458 -0.038 -0.002 0.055 0.378
H 0.704 3.469 -1.912 0.035 -0.068 0.034 0.373
H 2.248 2.404 -0.543 0.049 0.050 0.084 0.519
H 0.856 1.387 -0.193 0.005 0.002 0.003 -0.571
O 1.585 -6.000 -0.971 0.140 0.229 -0.114 -0.719
C 2.308 -4.993 -1.110 0.369 -0.436 0.275 0.450
O 3.558 -4.896 -1.115 -0.273 0.039 -0.091 -0.751
C 1.559 -3.658 -1.257 -0.255 0.083 -0.077 0.239
C 2.250 -2.465 -1.417 0.002 0.021 0.010 -0.708
C 1.533 -1.289 -1.523 0.021 -0.159 0.070 -0.358
N 0.199 -1.232 -1.463 -0.140 -0.240 -0.146 -0.467
C -0.489 -2.386 -1.326 -0.054 0.036 0.082 0.395
C 0.172 -3.607 -1.228 -0.095 0.121 0.023 -0.392
C -2.062 -2.364 -1.258 0.271 0.243 0.126 0.342
O -2.601 -3.461 -1.252 -0.121 -0.054 -0.018 -0.705
O -2.634 -1.216 -1.200 -0.392 -1.187 0.171 -0.855
H 3.331 -2.498 -1.452 0.001 0.038 -0.001 0.463
H 2.053 -0.343 -1.655 -0.032 0.039 -0.005 0.439
H -0.393 -4.520 -1.117 -0.009 -0.003 -0.001 0.569
```
Forces are in eV/Å.